Record 1
Below is a molecular structure, C45H120AgN7O19, with properties calculated with wB97M-V/def2-TZVPD.

LUMO level (alpha / beta): -1.4 / -2.8 eV
HOMO-LUMO gap (alpha / beta): 8.92 / 7.49 eV
largest force on an atom: 0.1131 hartree/bohr
<S²>: 0.755

```
! RIJCOSX wB97M-V def2-TZVPD def2/J DEFGRID3
* xyz 1 2
Ag -0.32 0.91 4.00
C -1.06 2.01 -1.01
C -1.24 0.47 -0.78
C -1.07 -0.04 -2.27
C -0.90 -1.56 -2.39
C 0.36 -1.87 -1.56
C 0.45 -1.39 -0.04
N -0.14 0.00 0.08
O -0.41 0.47 1.45
C 2.05 -1.32 0.32
C -0.23 -2.44 0.89
C -2.70 0.14 -0.31
H -1.18 2.48 -0.04
H -1.85 2.58 -1.50
H 0.00 2.26 -1.12
H -0.21 0.47 -2.71
H -1.84 0.36 -2.92
H -0.77 -1.78 -3.45
H -1.76 -2.20 -2.19
H 1.24 -1.74 -2.18
H 0.24 -2.95 -1.51
H 2.13 -1.30 1.40
H 2.72 -0.50 0.05
H 2.57 -2.23 0.03
H -1.29 -2.48 0.64
H -0.13 -2.31 1.97
H -0.12 -3.48 0.57
H -2.90 0.44 0.71
H -2.91 -0.92 -0.42
H -3.36 0.77 -0.91
C 5.24 3.33 1.16
C 4.07 3.86 0.31
C 3.37 2.94 -0.76
O 4.32 2.59 -1.77
C 3.79 1.66 -2.77
N 3.26 4.40 1.33
H 5.86 4.09 1.64
H 6.05 2.85 0.61
H 4.86 2.71 1.98
H 4.51 4.77 -0.09
H 2.58 3.58 -1.14
H 2.98 2.11 -0.17
H 3.75 0.66 -2.34
H 4.45 1.37 -3.59
H 2.84 1.95 -3.23
H 2.55 5.06 1.05
H 3.81 4.85 2.05
C -0.33 3.37 -8.04
C 0.36 2.12 -7.34
C 0.19 2.29 -5.78
O 0.77 3.52 -5.45
C 0.58 3.94 -4.11
N -0.16 0.83 -7.88
H -0.21 3.22 -9.11
H 0.17 4.32 -7.82
H -1.41 3.37 -7.90
H 1.42 2.02 -7.56
H 0.60 1.51 -5.15
H -0.89 2.29 -5.59
H 1.36 4.63 -3.79
H 0.57 3.10 -3.41
H -0.37 4.45 -3.91
H -1.16 0.93 -7.73
H -0.08 0.74 -8.88
C 6.92 -2.16 -1.96
C 6.92 -1.65 -0.48
C 6.29 -2.61 0.55
O 7.10 -3.74 0.80
C 6.52 -4.77 1.68
N 8.34 -1.44 0.01
H 7.80 -2.80 -2.05
H 6.86 -1.26 -2.57
H 6.03 -2.75 -2.16
H 6.25 -0.78 -0.53
H 5.36 -2.99 0.14
H 6.17 -2.13 1.52
H 7.21 -5.31 2.33
H 5.86 -5.46 1.16
H 6.00 -4.24 2.48
H 8.71 -2.22 0.53
H 9.03 -1.21 -0.69
C -0.33 6.70 1.92
C -0.78 5.40 1.16
C -0.68 5.52 -0.28
O 0.75 5.76 -0.56
C 1.20 6.91 -1.36
N -0.08 4.28 1.76
H -0.79 7.09 2.82
H -0.53 7.50 1.20
H 0.75 6.67 2.08
H -1.80 5.13 1.44
H -1.38 6.17 -0.82
H -1.01 4.53 -0.62
H 1.10 6.69 -2.42
H 2.27 7.04 -1.20
H 0.83 7.87 -0.99
H 0.88 4.42 1.47
H -0.23 3.45 1.20
C -0.42 -2.58 6.66
C 0.34 -2.10 5.39
C 1.11 -3.24 4.62
O 1.98 -2.72 3.57
C 2.73 -3.72 2.85
N -0.52 -1.30 4.47
H -1.08 -1.85 7.13
H 0.19 -3.13 7.38
H -1.22 -3.27 6.41
H 1.18 -1.51 5.76
H 0.45 -4.01 4.22
H 1.72 -3.72 5.39
H 2.71 -3.67 1.76
H 2.53 -4.75 3.15
H 3.78 -3.75 3.15
H -1.43 -1.69 4.63
H -0.18 -1.72 3.62
C -4.05 -3.03 4.73
C -3.83 -2.83 3.24
C -4.47 -3.90 2.25
O -3.95 -3.52 1.00
C -4.20 -4.41 -0.05
N -4.27 -1.48 2.80
H -5.11 -3.17 4.93
H -3.58 -2.29 5.38
H -3.48 -3.88 5.13
H -2.75 -2.85 3.09
H -5.53 -3.68 2.09
H -4.21 -4.94 2.47
H -5.24 -4.23 -0.32
H -4.12 -5.47 0.18
H -3.65 -4.13 -0.95
H -3.95 -1.45 1.84
H -5.25 -1.64 2.63
C 2.69 1.12 3.18
C 2.66 2.18 4.21
O 1.37 2.78 3.96
O 1.79 0.11 3.61
H 3.72 0.78 3.05
H 2.55 1.53 2.18
H 3.40 2.96 4.07
H 2.81 1.81 5.23
H 1.42 3.74 4.06
H 2.29 -0.71 3.59
C -4.89 6.37 -0.11
C -4.75 5.34 -1.24
O -4.67 4.04 -0.77
O -3.75 6.23 0.76
H -5.75 6.18 0.54
H -4.98 7.37 -0.52
H -3.85 5.53 -1.82
H -5.63 5.47 -1.88
H -3.97 4.09 -0.11
H -3.96 6.70 1.58
C -0.07 -5.44 -4.04
C -1.07 -4.52 -4.78
O -0.65 -3.93 -6.02
O 0.58 -6.31 -5.00
H -0.59 -5.84 -3.17
H 0.73 -4.75 -3.75
H -1.41 -3.80 -4.03
H -1.89 -5.20 -5.03
H -1.46 -3.64 -6.46
H 1.10 -5.79 -5.61
C -2.71 3.05 4.11
C -3.48 1.79 3.77
O -2.76 0.57 4.18
O -1.42 2.85 3.60
H -2.73 3.41 5.14
H -3.16 3.96 3.71
H -3.81 1.72 2.73
H -4.50 1.90 4.16
H -3.40 -0.13 4.02
H -1.32 3.40 2.81
C -0.97 -6.02 1.74
C -0.49 -6.77 0.46
O -1.64 -7.45 -0.13
O -1.10 -6.88 2.83
H -1.73 -5.25 1.80
H -0.11 -5.46 2.09
H 0.36 -7.40 0.68
H -0.10 -6.06 -0.28
H -1.82 -8.24 0.38
H -1.82 -7.48 2.65
C -5.89 -1.10 -3.09
C -4.69 -0.49 -3.81
O -3.75 -1.43 -4.35
O -5.36 -1.83 -1.98
H -6.61 -1.80 -3.53
H -6.47 -0.23 -2.78
H -4.08 0.19 -3.21
H -5.13 0.19 -4.54
H -2.90 -0.99 -4.36
H -4.97 -2.66 -2.25
*
```

---

Record 2
Below is 12 unconnected molecules or ions with the total composition C45H120N12O21, with properties calculated with wB97M-V/def2-TZVPD.

LUMO level: 0.1 eV
HOMO-LUMO gap: 8.32 eV
largest force on an atom: 0.0507 hartree/bohr

```
! RIJCOSX wB97M-V def2-TZVPD def2/J DEFGRID3
* xyz 0 1
C 4.02 2.86 3.51
O 4.64 3.89 3.69
N 3.54 2.06 4.50
N 3.71 2.30 2.30
H 2.86 1.33 4.36
H 3.79 2.33 5.44
H 4.14 2.70 1.49
H 3.60 1.30 2.31
C -1.58 0.72 -4.13
O -0.74 -0.01 -3.62
N -1.23 1.88 -4.76
N -2.84 0.31 -4.44
H -0.25 2.08 -4.79
H -1.84 2.57 -5.15
H -3.19 -0.52 -4.00
H -3.46 0.91 -4.96
C 0.75 -3.50 -4.03
O 1.40 -4.45 -4.47
N 0.42 -3.35 -2.71
N 0.15 -2.54 -4.79
H -0.34 -2.74 -2.50
H 0.70 -4.05 -2.03
H -0.35 -1.79 -4.33
H 0.14 -2.59 -5.79
C 0.12 6.11 -3.17
O -0.83 5.22 -2.64
C -0.51 4.73 -1.37
C -1.34 3.55 -0.93
N -2.76 3.88 -1.05
C -3.60 2.76 -0.67
C -5.06 2.97 -1.01
O -5.30 3.41 -2.34
C -5.32 2.39 -3.31
H 1.12 5.71 -3.37
H 0.25 6.93 -2.45
H -0.27 6.57 -4.07
H -0.43 5.50 -0.58
H 0.55 4.43 -1.36
H -1.04 3.30 0.08
H -1.08 2.66 -1.52
H -2.89 4.09 -2.03
H -3.53 2.62 0.42
H -3.18 1.83 -1.07
H -5.42 3.78 -0.37
H -5.60 2.06 -0.75
H -5.63 2.84 -4.25
H -5.90 1.52 -3.01
H -4.27 2.07 -3.43
C 1.78 -4.75 0.41
O 0.95 -5.24 -0.61
C 0.61 -6.62 -0.59
C -0.52 -6.96 -1.57
N -0.33 -6.55 -2.96
C 0.17 -7.62 -3.81
C 1.58 -8.20 -3.68
O 1.75 -8.86 -2.44
C 3.07 -9.23 -2.10
H 1.36 -4.80 1.42
H 1.95 -3.69 0.22
H 2.74 -5.26 0.36
H 0.17 -6.72 0.42
H 1.46 -7.30 -0.59
H -1.46 -6.50 -1.25
H -0.68 -8.04 -1.55
H 0.34 -5.80 -3.07
H 0.17 -7.25 -4.84
H -0.50 -8.49 -3.85
H 2.27 -7.34 -3.69
H 1.77 -8.86 -4.53
H 3.59 -8.31 -1.79
H 3.61 -9.70 -2.93
H 3.01 -9.90 -1.25
C -1.48 -3.55 2.26
O -2.41 -2.98 3.18
C -2.88 -3.88 4.15
C -3.77 -3.17 5.17
N -5.13 -3.13 4.65
C -6.11 -2.37 5.43
C -7.50 -2.57 4.89
O -7.75 -2.01 3.62
C -7.52 -0.64 3.46
H -1.98 -4.34 1.70
H -0.58 -3.89 2.78
H -1.18 -2.79 1.53
H -2.00 -4.20 4.72
H -3.43 -4.72 3.73
H -3.48 -2.12 5.31
H -3.67 -3.58 6.18
H -5.16 -2.75 3.71
H -5.75 -1.33 5.51
H -6.08 -2.84 6.42
H -8.25 -2.22 5.61
H -7.73 -3.63 4.85
H -6.48 -0.33 3.33
H -8.03 0.02 4.17
H -7.94 -0.40 2.48
C 1.98 -1.51 2.36
O 1.61 -0.54 3.36
C 0.24 -0.72 3.70
C -0.16 0.08 4.92
N -0.72 1.41 4.63
C 0.30 2.33 4.14
C -0.49 3.60 3.64
O -1.25 4.18 4.68
C -0.45 4.95 5.55
H 1.92 -2.54 2.71
H 2.99 -1.28 1.97
H 1.25 -1.51 1.54
H 0.02 -1.77 3.94
H -0.43 -0.48 2.87
H 0.65 0.11 5.66
H -1.01 -0.46 5.35
H -1.13 1.77 5.48
H 0.93 2.05 3.29
H 1.07 2.62 4.87
H -1.11 3.23 2.83
H 0.23 4.32 3.23
H -0.86 5.04 6.56
H -0.37 5.96 5.13
H 0.54 4.50 5.61
C 5.08 -1.30 -5.80
O 4.48 -0.71 -4.67
C 3.40 -1.48 -4.14
C 2.78 -0.58 -3.06
N 3.62 -0.41 -1.87
C 3.68 -1.64 -1.06
C 4.36 -1.38 0.26
O 4.08 -2.39 1.23
C 5.02 -3.44 1.35
H 4.37 -1.51 -6.60
H 5.69 -2.19 -5.59
H 5.79 -0.59 -6.24
H 3.70 -2.48 -3.80
H 2.69 -1.60 -4.97
H 1.78 -0.92 -2.78
H 2.62 0.32 -3.67
H 3.04 0.19 -1.29
H 4.31 -2.29 -1.67
H 2.70 -2.06 -0.84
H 4.05 -0.44 0.70
H 5.45 -1.31 0.19
H 6.04 -3.04 1.43
H 5.05 -4.16 0.53
H 4.78 -3.95 2.29
C 5.69 9.33 -1.84
O 4.80 8.98 -0.80
C 3.45 9.23 -1.09
C 2.84 8.13 -1.93
N 2.67 6.81 -1.31
C 3.90 6.22 -0.77
C 3.76 4.70 -0.52
O 2.77 4.25 0.38
C 2.89 4.84 1.69
H 6.65 8.86 -1.64
H 5.74 10.41 -1.97
H 5.37 8.88 -2.79
H 3.36 10.22 -1.56
H 2.87 9.34 -0.17
H 3.34 7.98 -2.89
H 1.85 8.41 -2.32
H 2.04 6.88 -0.51
H 4.14 6.70 0.18
H 4.69 6.51 -1.47
H 4.77 4.31 -0.34
H 3.55 4.24 -1.49
H 3.03 5.92 1.63
H 3.56 4.31 2.40
H 1.89 4.78 2.14
C -4.24 -0.31 1.13
C -3.03 -0.26 2.04
O -2.48 1.04 2.25
O -3.75 -0.42 -0.20
H -4.89 0.56 1.31
H -4.78 -1.23 1.34
H -2.18 -0.80 1.60
H -3.24 -0.73 3.00
H -1.82 1.03 2.96
H -4.42 -0.85 -0.75
C -2.65 -3.21 -1.28
C -3.68 -3.26 -2.39
O -4.71 -2.28 -2.18
O -1.86 -2.04 -1.43
H -2.03 -4.10 -1.26
H -3.12 -3.11 -0.30
H -4.14 -4.25 -2.46
H -3.24 -3.07 -3.37
H -5.39 -2.48 -2.82
H -2.36 -1.22 -1.29
C 0.00 0.25 0.05
C 0.94 1.30 0.59
O 1.44 2.10 -0.45
O 0.45 -1.12 -0.02
H -0.33 0.54 -0.95
H -0.91 0.26 0.66
H 1.73 0.95 1.26
H 0.38 1.97 1.27
H 1.90 2.92 -0.13
H -0.24 -1.59 -0.51
*
```